No. 1
9 unconnected molecules or ions with the total composition C19H46N2O13 at a distorted geometry. Source: the Open Molecules 2025 dataset; level of theory: ωB97M-V/def2-TZVPD.

Each line ends with the Mulliken charge.
Positions of all 80 atoms, in Å:
H: -0.57641 -5.60008 -4.56338  0.268
C: 0.90159 -1.97210 0.39358  -0.938
O: -1.04934 -8.57634 1.69457  -0.539
O: -5.90140 6.07252 1.81950  -0.491
C: -5.65933 4.69405 1.56616  -0.516
O: 5.59265 5.65787 -1.14046  -0.496
H: 0.16996 1.22979 -0.36471  0.307
O: 8.81380 1.49247 2.37556  -0.508
H: -4.65158 -1.99376 6.85254  0.374
C: 0.82168 6.62648 -7.02973  -0.908
H: -5.17012 1.45486 8.12033  0.257
C: 3.22749 5.79406 -6.78030  -0.857
H: -2.91432 -1.83766 7.02871  0.345
H: 0.02804 -10.93208 -1.39869  0.239
H: -0.80351 -13.23954 -0.93224  0.387
C: -0.25987 -12.64770 -0.19585  -1.480
H: 0.02423 -2.02557 1.03817  0.315
C: 9.13669 2.76895 1.95249  -0.469
H: -1.25477 8.59599 -2.17165  0.241
O: 0.50647 -6.70272 -6.15649  -0.491
H: 9.85720 3.25436 2.61078  0.225
C: 0.03909 0.14870 -0.41193  -0.886
H: 2.46763 0.98315 0.18969  0.279
H: 0.63666 -2.49637 -0.52460  0.310
O: -3.03034 7.63536 -1.71275  -0.487
O: 0.22449 4.42599 -5.33546  -0.632
H: 5.56953 7.75661 -1.22842  0.252
H: 3.91279 5.26134 -6.12101  0.306
O: -5.47328 -1.53893 10.92091  -0.534
H: -4.75135 4.32831 1.08666  0.249
C: 5.17359 6.90002 -0.68292  -0.527
H: 4.11086 7.12893 -0.76238  0.216
H: 2.22846 3.93789 -5.45185  0.283
C: -0.53361 -11.18777 -0.50020  0.508
H: 8.24501 3.39484 1.98834  0.215
O: -0.14546 -10.38576 0.54093  -0.342
C: -5.39961 0.39319 8.02938  -0.362
H: -1.23178 -7.18098 -5.05318  0.265
C: 2.40350 -0.10215 0.36349  0.209
H: -0.83897 -0.02059 0.21133  0.309
C: -1.64308 7.89732 -1.43060  -0.526
H: -5.43259 6.54541 1.12796  0.303
H: 0.81591 -12.81958 -0.23144  0.370
O: -4.17285 -1.21089 9.12570  -0.363
H: 3.41953 6.86684 -6.76138  0.288
H: 9.38172 2.76573 0.89039  0.233
H: 6.44777 5.75143 -1.56663  0.313
C: 1.39982 4.60992 -5.72376  0.158
N: 1.18716 -0.60305 0.16922  0.104
C: -2.04257 -10.90864 -0.60681  -0.396
C: -4.09032 -0.35475 8.00099  0.634
H: 0.86688 6.57290 -8.11747  0.324
O: -2.28555 -9.82427 0.16455  -0.311
H: -3.88357 -0.80266 5.92597  0.397
C: -3.83770 -1.27093 6.90919  -1.585
H: -5.72570 4.14283 2.50417  0.206
H: 8.03681 1.11685 1.95509  0.305
H: -2.97661 7.04275 -2.46610  0.291
O: 3.41817 -0.72185 0.67476  -0.618
H: -0.20665 -0.13839 -1.43432  0.312
H: -3.15592 0.20477 7.95684  0.213
H: 0.94762 7.60095 -6.55788  0.319
H: -1.65172 8.36835 -0.44767  0.224
H: -6.47359 4.42534 0.89320  0.247
H: 1.73839 -2.47619 0.87707  0.297
O: -6.06044 -0.12702 9.24829  -0.350
C: -1.14476 -9.51558 0.90613  0.623
H: -2.29697 -10.74435 -1.65390  0.296
H: -6.06216 0.25816 7.17445  0.290
H: 0.08578 -6.27521 -6.90607  0.296
H: -0.50650 -12.94729 0.82273  0.354
H: -2.57178 -11.81264 -0.30544  0.290
H: 0.13829 -7.04501 -4.13202  0.224
H: 5.45492 6.96503 0.36815  0.240
C: -0.33057 -6.57069 -4.99416  -0.562
N: 1.81335 5.69187 -6.44924  0.103
H: 3.32436 5.46426 -7.81469  0.320
C: -5.24560 -1.01580 9.86929  0.683
H: -0.19305 6.32718 -6.76734  0.297
H: -0.93261 7.07127 -1.46210  0.260

Properties
Energy relative to the best compared isomer or geometry (same formula, charge and spin)   0.0 kJ/mol
Electronic energy   -50042.24076 eV
SMILES   C[C@H]1COC(=O)O1.C[C@H]1COC(=O)O1.CN(C)C=O.CN(C)C=O.CO.CO.CO.CO.CO
Frontier orbital gap   0.353 hartree

No. 2
3 unconnected molecules or ions with the total composition C19H46N5O at a distorted geometry. Source: the Open Molecules 2025 dataset; level of theory: ωB97M-V/def2-TZVPD.

Each line ends with the Mulliken charge.
Positions of all 71 atoms, in Å:
H: 1.68045 -3.24723 7.55305  0.399
H: -2.42893 -2.15566 1.39215  0.009
H: 1.53452 0.92493 -6.36276  0.403
C: -4.31974 0.89615 -0.37554  -0.688
H: -3.66924 -0.62834 2.54432  0.425
N: -2.49136 0.93901 1.75122  -0.223
H: 0.31275 -2.36664 6.88855  0.269
H: 1.02431 3.40385 -5.79790  0.299
C: -3.39766 -0.22212 1.58437  0.244
H: -3.49399 2.82035 -0.33679  0.314
H: 0.12814 0.64822 -1.31745  0.301
H: -0.40859 2.09813 1.24392  0.268
H: 0.11081 -4.94834 7.00634  0.416
H: -0.62002 -1.93672 3.80409  0.108
H: -5.17189 1.44171 -0.74492  0.400
H: 0.84830 2.88082 -4.11648  0.011
H: 3.22611 3.57948 -6.43625  0.265
H: -0.76448 -4.43907 3.06561  0.392
C: -2.77259 -1.34578 0.77164  -0.949
C: 0.95899 1.28967 -1.04952  -0.422
H: 2.66581 3.53154 -3.17729  0.124
C: -2.26284 1.65262 0.64195  0.401
H: -1.60759 -2.66662 5.67800  0.205
H: 3.83285 4.17477 -4.33976  0.307
H: 1.63627 0.61467 -4.65524  0.361
H: -0.57970 4.04191 -0.29480  0.328
C: 0.53417 -4.41800 6.14860  -0.720
H: 1.77081 -2.62650 5.91783  0.224
O: 0.63220 2.67155 -1.09085  -0.298
N: 3.22056 1.68768 -5.45621  0.135
H: -0.19594 2.21543 -5.36246  0.413
H: 1.75046 1.09694 -1.74950  -0.036
H: 1.35835 -5.04640 5.80269  0.370
H: -1.60659 0.59008 2.10760  0.331
H: -4.11502 0.14645 -1.11952  0.312
C: -4.67044 0.30864 0.95955  -0.955
H: 3.13022 2.15865 -7.46599  0.454
H: -5.13004 1.03482 1.61369  0.344
C: 0.20273 -2.56794 3.45715  -0.730
H: 1.12926 -2.19263 3.88760  0.306
C: 1.80156 1.39120 -5.40957  -0.728
H: -5.34649 -0.51648 0.80656  0.421
H: -1.92627 -1.02647 0.17000  0.216
C: 3.66090 3.39296 -3.59991  -0.864
C: 1.09904 -3.08208 6.64489  -0.955
N: -3.19257 1.85489 -0.29916  -0.161
H: -1.34868 2.97001 -1.45007  0.335
H: 5.31666 3.15634 -7.70347  0.433
H: 4.91821 1.79690 -4.27742  0.364
C: -0.03300 -4.05014 3.78019  -0.849
C: -2.87779 -4.00473 4.57757  -1.060
H: -2.72932 -3.51026 3.61398  -0.074
H: 0.87944 -4.61193 3.57125  0.362
H: 5.62847 3.09474 -5.97594  0.288
C: 5.10191 2.59828 -6.79211  -1.421
H: 4.37672 3.54994 -2.79011  0.384
C: 3.84608 1.98533 -4.18217  -0.724
H: 3.50217 1.24484 -3.45332  0.274
N: -1.08349 2.21154 0.50203  -0.220
H: -1.99279 -4.16701 6.50709  0.484
H: 5.50976 1.59345 -6.90545  0.341
H: 0.28161 -2.44178 2.37256  0.347
H: -3.48602 -1.78294 0.09223  0.419
C: -1.72002 -3.75418 5.53359  -0.353
C: 3.59924 2.55076 -6.56018  -0.349
N: -0.48670 -4.38798 5.11292  0.089
H: -3.01157 -5.07147 4.39824  0.346
C: 0.82454 2.54727 -5.15484  -0.810
H: 1.35230 1.02653 -0.07527  0.323
C: -0.64336 3.01681 -0.63070  -0.421
H: -3.80200 -3.61441 5.00587  0.450

Properties
Electronic energy   -29940.23288 eV
Frontier orbital gap   0.252 hartree
Total charge   +1

No. 3
3 unconnected molecules or ions with the total composition C19H47N10O8P2S at a distorted geometry. Source: the Open Molecules 2025 dataset; level of theory: ωB97M-V/def2-TZVPD.

Each line ends with the Mulliken charge.
Positions of all 87 atoms, in Å:
C: -3.65079 1.68365 0.08432  -0.862
H: 0.01704 -0.27158 8.25324  0.214
C: 1.87363 -0.11104 -2.72152  -0.119
C: -0.39533 1.59453 1.23696  -0.369
C: -2.49106 -1.29979 -2.53458  -1.304
H: 3.19515 -1.47877 -3.48538  0.266
H: -3.40127 0.81301 -1.81711  0.385
H: 3.08088 1.49201 8.13690  0.164
P: 1.13629 3.17158 -2.35330  0.138
S: -1.09162 -3.27959 -5.48996  1.163
H: -2.08059 -0.60471 -3.27372  0.430
N: 2.43226 1.66465 7.39286  -0.392
O: -0.85388 -4.68829 -5.47399  -0.616
H: 2.68185 2.30944 6.66690  0.215
N: 7.01873 -3.11927 1.93595  -0.374
H: -0.40608 -0.49125 0.76313  0.712
N: 2.89421 0.66152 -2.03432  -0.132
C: -4.61226 0.59539 0.56722  -0.908
H: -3.11603 2.09543 0.93771  -0.062
H: 3.94418 -2.15507 1.78681  0.162
H: 7.45887 -2.41063 1.38219  0.160
H: -5.81239 -0.85106 -0.28431  0.218
H: 2.31785 0.99917 -4.38592  0.345
C: 2.10681 0.27606 0.80892  0.665
H: -0.67542 2.73543 -0.97012  0.698
O: 2.03586 1.52430 0.55941  -0.450
H: -2.77616 -3.44370 -2.39595  0.527
C: 0.21210 2.11098 -1.10133  -0.266
P: 0.11705 1.49023 3.02890  -0.076
N: 2.32783 -1.50656 -2.96522  -0.633
H: -1.93321 0.06284 1.31949  0.479
C: 1.21514 1.06104 7.30071  0.636
H: -0.42154 -0.13321 4.70704  0.479
H: -3.57369 -1.16627 -2.53265  0.851
H: -0.73319 2.61101 4.94190  0.408
H: -2.43226 2.21467 -1.57402  0.502
C: 5.67189 -3.16247 2.18689  0.575
H: -2.77256 -1.28401 -0.42106  1.201
H: 5.33011 -1.42764 1.05788  0.138
H: 0.43553 -0.85706 3.34798  0.301
H: 7.58228 -3.84265 2.34114  0.222
H: 0.02365 -0.99129 -2.60645  -0.378
H: -1.16740 -2.94603 -2.80710  0.467
H: 1.22745 -0.23101 -4.63602  0.227
N: 2.19867 -0.84852 1.02157  -0.618
O: 0.44513 1.29246 6.37514  -0.584
O: -1.21435 -2.59934 -6.74168  -0.645
O: -0.18148 3.17325 -3.33247  -0.623
H: -0.73856 1.07022 -2.54084  0.952
H: 0.74556 -0.94995 -1.04056  0.352
N: -5.33812 -0.00110 -0.54575  -0.401
C: 0.73880 2.09719 0.33739  -0.933
H: -5.29358 1.07502 1.27926  0.459
H: -3.00356 -2.03636 -4.90947  0.457
C: 0.58349 -0.34810 -1.92837  -0.809
H: 3.35117 1.33925 -2.62855  0.309
H: -3.14492 -3.78610 -4.63789  0.456
C: -1.96242 -1.05807 -1.11439  -2.431
N: 4.93347 -2.15675 1.61745  -0.216
C: -0.35712 -0.16405 3.62288  -1.135
H: -4.10934 -0.19109 1.12949  0.385
H: 3.59771 0.03940 -1.66302  0.299
N: 0.90877 0.18412 8.29698  -0.420
O: 5.16391 -4.03216 2.86723  -0.622
N: -0.32971 0.81325 -1.63563  0.726
C: -2.21735 -2.72879 -2.99717  -1.031
H: -1.29428 -0.55479 3.22103  0.349
H: -5.98358 0.64704 -0.97238  0.210
C: -2.74696 1.28450 -1.08819  -0.330
H: -4.28463 2.49135 -0.29058  0.565
C: -0.87614 2.76842 3.87559  -1.125
C: -2.51047 -2.91338 -4.50212  -0.991
H: -0.45967 3.73125 3.59212  0.369
H: 0.01214 4.91804 -1.65877  0.341
O: 0.03177 -2.55539 -4.62226  -0.348
O: 0.90533 4.55972 -1.54416  -0.524
H: 0.89719 -2.89140 -4.90919  0.314
H: 0.10272 3.23538 -4.25370  0.349
H: 2.45073 -2.02414 -2.10105  0.265
N: 1.53579 0.49154 -3.99771  -0.370
H: -1.94577 2.72499 3.65989  0.350
H: -1.12066 2.41372 1.19805  0.739
C: -1.53783 0.38246 -0.78651  1.714
H: 1.52349 -0.02169 9.06116  0.164
C: -1.09655 0.35374 0.69419  -2.668
H: -1.18825 -1.78741 -0.87496  0.785
H: 0.86955 3.14829 0.58753  0.910

Properties
Energy relative to the best compared isomer or geometry (same formula, charge and spin)   0.0 kJ/mol
Electronic energy   -81155.57881 eV
Frontier orbital gap   0.296 hartree
Total charge   +1